The following is a DFT calculation (ωB97M-V/def2-TZVPD) of a 16-piece molecular cluster, C72H177BN11O33 overall in a non-equilibrium geometry.

## Properties
- orbital gap (eV) = 8.3
- total charge = -1
- highest occupied orbital energy (eV) = -6.312
- ΔE to the lowest compared entry with this formula, charge and spin (kcal per mole) = 2.24

Each atom is followed by the atoms it is bonded to, with distances in Å.
Positions of all 294 atoms, in Å:
1 O 2.66256 -2.39484 -1.79424  C2 1.242
2 C 1.69568 -1.91294 -1.18131  O1 1.242, O3 1.338, C6 1.567
3 O 1.76922 -1.11460 -0.10973  C2 1.338, B4 1.466
4 B 0.43629 -0.66486 0.30181  O3 1.466, O5 1.487, O8 1.483, O12 1.442
5 O -0.50267 -1.30356 -0.65838  B4 1.487, C6 1.358
6 C 0.18289 -2.04225 -1.56848  C2 1.567, O5 1.358, O7 1.205
7 O -0.29399 -2.57977 -2.53537  C6 1.205
8 O 0.27415 0.80202 0.15829  B4 1.483, C9 1.388
9 C -0.15964 1.29508 1.38078  O8 1.388, O10 1.253, C11 1.527
10 O -0.39768 2.48600 1.68998  C9 1.253
11 C -0.28515 0.09587 2.31744  C9 1.527, O12 1.257, O13 1.221
12 O 0.10491 -0.91663 1.68275  B4 1.442, C11 1.257
13 O -0.64152 0.13856 3.48450  C11 1.221
14 C -3.15021 0.04305 6.20657  O15 1.410, H16 1.090, H17 1.090, H18 1.090
15 O -2.30439 0.55493 7.21151  C14 1.410, H19 0.960
16 H -2.56367 -0.12478 5.30329  C14 1.090
17 H -3.42669 -0.98528 6.43942  C14 1.090
18 H -4.11802 0.52668 6.07410  C14 1.090
19 H -2.11531 1.46257 6.96244  O15 0.960
20 C -1.87626 -5.76298 -3.90721  O21 1.402, H22 1.090, H23 1.090, H24 1.090
21 O -1.05682 -6.82246 -3.49186  C20 1.402, H25 0.960
22 H -1.90764 -4.95590 -3.17525  C20 1.090
23 H -1.36983 -5.36232 -4.78533  C20 1.090
24 H -2.92482 -6.02269 -4.05267  C20 1.090
25 H -1.12347 -6.96507 -2.54486  O21 0.960
26 C 1.13060 -4.01579 2.42585  O27 1.389, H28 1.090, H29 1.090, H30 1.090
27 O 2.26037 -4.16887 3.22005  C26 1.389, H31 0.960
28 H 1.24903 -3.24831 1.66096  C26 1.090
29 H 0.69969 -4.84540 1.86537  C26 1.090
30 H 0.35675 -3.63682 3.09340  C26 1.090
31 H 2.93662 -4.62896 2.71745  O27 0.960
32 C 4.52774 -2.06625 -4.30823  O33 1.394, H34 1.090, H35 1.090, H36 1.090
33 O 5.69826 -1.76684 -5.00418  C32 1.394, H37 0.960
34 H 4.72974 -2.13866 -3.23955  C32 1.090
35 H 3.76451 -1.33616 -4.57757  C32 1.090
36 H 4.18902 -3.04093 -4.65943  C32 1.090
37 H 5.82875 -0.81604 -5.02765  O33 0.960
38 C -0.25544 2.85860 6.96740  O39 1.410, H47 1.090, H48 1.090, H49 1.090
39 O -1.44397 2.75156 6.21657  C38 1.410, C40 1.436
40 C -1.32226 3.47164 4.98006  O39 1.436, C41 1.538, H50 1.090, H51 1.090
41 C -2.62924 3.30562 4.18683  C40 1.538, N42 1.461, H52 1.090, H53 1.090
42 N -3.77643 3.64773 5.02476  C41 1.461, C43 1.464, H54 1.010
43 C -4.17669 5.04602 4.85975  N42 1.464, C44 1.542, H55 1.090, H56 1.090
44 C -4.95019 5.45711 6.12903  C43 1.542, O45 1.414, H57 1.090, H58 1.090
45 O -4.19958 5.25946 7.31076  C44 1.414, C46 1.407
46 C -4.80106 5.65331 8.52030  O45 1.407, H59 1.090, H60 1.090, H61 1.090
47 H -0.50027 2.49106 7.96394  C38 1.090
48 H 0.14777 3.87094 6.99333  C38 1.090
49 H 0.47525 2.17957 6.52796  C38 1.090
50 H -0.57210 3.04009 4.31740  C40 1.090
51 H -1.12198 4.52044 5.19918  C40 1.090
52 H -2.58298 2.24118 3.95681  C41 1.090
53 H -2.67527 3.75165 3.19333  C41 1.090
54 H -3.53575 3.50404 5.99508  N42 1.010
55 H -4.90522 5.14041 4.05451  C43 1.090
56 H -3.40189 5.76929 4.60544  C43 1.090
57 H -5.88002 4.88955 6.09149  C44 1.090
58 H -5.31394 6.48182 6.05326  C44 1.090
59 H -5.64751 4.99112 8.70233  C46 1.090
60 H -5.26059 6.63083 8.37398  C46 1.090
61 H -4.03809 5.52950 9.28883  C46 1.090
62 C -0.24052 1.23277 -3.93182  O63 1.448, H71 1.090, H72 1.090, H73 1.090
63 O 0.29089 2.01503 -2.83565  C62 1.448, C64 1.435
64 C 0.62683 3.36117 -3.20120  O63 1.435, C65 1.528, H74 1.090, H75 1.090
65 C 0.83644 4.15584 -1.91324  C64 1.528, N66 1.482, H76 1.090, H77 1.090
66 N 1.16512 5.58194 -2.14634  C65 1.482, C67 1.466, H78 1.010
67 C 2.35607 5.95955 -2.91389  N66 1.466, C68 1.559, H79 1.090, H80 1.090
68 C 3.72728 5.40297 -2.42445  C67 1.559, O69 1.440, H81 1.090, H82 1.090
69 O 3.79189 5.67666 -1.01239  C68 1.440, C70 1.428
70 C 5.05806 5.47385 -0.38389  O69 1.428, H83 1.090, H84 1.090, H85 1.090
71 H -0.12460 0.17008 -3.71885  C62 1.090
72 H 0.27780 1.48013 -4.85825  C62 1.090
73 H -1.31692 1.39545 -3.98657  C62 1.090
74 H -0.12370 3.80257 -3.85693  C64 1.090
75 H 1.53099 3.40567 -3.80834  C64 1.090
76 H 1.65336 3.67750 -1.37295  C65 1.090
77 H -0.00518 4.11343 -1.22189  C65 1.090
78 H 1.40532 5.91172 -1.22240  N66 1.010
79 H 2.28986 7.03818 -2.77150  C67 1.090
80 H 2.15086 5.73782 -3.96119  C67 1.090
81 H 4.51014 5.83086 -3.05067  C68 1.090
82 H 3.80751 4.31614 -2.44551  C68 1.090
83 H 4.89829 5.35325 0.68758  C70 1.090
84 H 5.79914 6.24482 -0.59485  C70 1.090
85 H 5.53787 4.50840 -0.54458  C70 1.090
86 C 3.57708 1.99273 -7.72636  O87 1.397, H95 1.090, H96 1.090, H97 1.090
87 O 4.52987 2.32423 -6.75964  C86 1.397, C88 1.415
88 C 5.67378 1.50397 -6.61406  O87 1.415, C89 1.566, H98 1.090, H99 1.090
89 C 6.31983 1.61160 -5.19190  C88 1.566, N90 1.461, H100 1.090, H101 1.090
90 N 5.51102 1.06131 -4.10642  C89 1.461, C91 1.440, H102 1.010
91 C 4.24478 1.71999 -3.91752  N90 1.440, C92 1.559, H103 1.090, H104 1.090
92 C 3.71813 1.31277 -2.50798  C91 1.559, O93 1.397, H105 1.090, H106 1.090
93 O 4.59979 1.76071 -1.52176  C92 1.397, C94 1.442
94 C 4.04109 1.75025 -0.19201  O93 1.442, H107 1.090, H108 1.090, H109 1.090
95 H 2.86835 2.81747 -7.80121  C86 1.090
96 H 2.91251 1.15330 -7.52187  C86 1.090
97 H 3.99603 2.00915 -8.73250  C86 1.090
98 H 6.29435 1.95222 -7.38998  C88 1.090
99 H 5.44464 0.47189 -6.87943  C88 1.090
100 H 6.57355 2.64822 -4.97017  C89 1.090
101 H 7.31831 1.17614 -5.15301  C89 1.090
102 H 6.02797 1.22640 -3.25460  N90 1.010
103 H 3.52042 1.30783 -4.62004  C91 1.090
104 H 4.49874 2.75805 -4.13207  C91 1.090
105 H 3.68226 0.22465 -2.45520  C92 1.090
106 H 2.69566 1.65217 -2.34224  C92 1.090
107 H 3.70039 0.78751 0.18898  C94 1.090
108 H 3.35220 2.53362 0.12401  C94 1.090
109 H 4.89908 1.92944 0.45594  C94 1.090
110 C -4.71205 -5.74229 -0.66191  O111 1.408, H119 1.090, H120 1.090, H121 1.090
111 O -4.06999 -5.66464 0.58871  C110 1.408, C112 1.362
112 C -2.98114 -4.84703 0.58147  O111 1.362, C113 1.566, H122 1.090, H123 1.090
113 C -3.29710 -3.35724 0.94414  C112 1.566, N114 1.493, H124 1.090, H125 1.090
114 N -4.09063 -3.22124 2.20122  C113 1.493, C115 1.440, H126 1.010
115 C -3.37825 -3.44433 3.43285  N114 1.440, C116 1.552, H127 1.090, H128 1.090
116 C -4.34410 -3.25812 4.63348  C115 1.552, O117 1.407, H129 1.090, H130 1.090
117 O -3.59993 -3.69881 5.74294  C116 1.407, C118 1.452
118 C -4.41178 -3.87733 6.93307  O117 1.452, H131 1.090, H132 1.090, H133 1.090
119 H -5.21596 -4.80577 -0.90090  C110 1.090
120 H -5.38284 -6.60052 -0.62235  C110 1.090
121 H -3.96858 -5.91357 -1.44038  C110 1.090
122 H -2.33061 -4.85865 -0.29304  C112 1.090
123 H -2.37846 -5.18598 1.42408  C112 1.090
124 H -3.81162 -2.89353 0.10250  C113 1.090
125 H -2.31518 -2.90272 1.07586  C113 1.090
126 H -4.97725 -3.70392 2.16910  N114 1.010
127 H -2.51920 -2.77612 3.49301  C115 1.090
128 H -2.98851 -4.46207 3.45281  C115 1.090
129 H -5.20124 -3.83394 4.28444  C116 1.090
130 H -4.75863 -2.25912 4.76868  C116 1.090
131 H -5.12104 -4.69676 6.81659  C118 1.090
132 H -5.00077 -3.03858 7.30415  C118 1.090
133 H -3.71648 -4.24865 7.68592  C118 1.090
134 C 5.20454 8.47408 4.48679  O135 1.408, H143 1.090, H144 1.090, H145 1.090
135 O 3.98070 7.80006 4.31658  C134 1.408, C136 1.402
136 C 3.95784 6.47546 4.77624  O135 1.402, C137 1.543, H146 1.090, H147 1.090
137 C 2.78679 5.68296 4.15755  C136 1.543, N138 1.450, H148 1.090, H149 1.090
138 N 3.03319 5.63528 2.72947  C137 1.450, C139 1.469, H150 1.010
139 C 1.94734 5.00883 1.96281  N138 1.469, C140 1.557, H151 1.090, H152 1.090
140 C 0.67444 5.89868 1.85973  C139 1.557, O141 1.407, H153 1.090, H154 1.090
141 O 0.99461 6.78917 0.81816  C140 1.407, C142 1.409
142 C -0.08418 7.65468 0.55106  O141 1.409, H155 1.090, H156 1.090, H157 1.090
143 H 5.25747 9.50732 4.14370  C134 1.090
144 H 5.93318 7.93367 3.88253  C134 1.090
145 H 5.56439 8.43625 5.51498  C134 1.090
146 H 3.79579 6.45649 5.85396  C136 1.090
147 H 4.83122 5.87493 4.52193  C136 1.090
148 H 1.80876 6.12031 4.35829  C137 1.090
149 H 2.78697 4.66181 4.53883  C137 1.090
150 H 3.14416 6.60555 2.47185  N138 1.010
151 H 1.65773 4.03445 2.35626  C139 1.090
152 H 2.38797 4.85893 0.97718  C139 1.090
153 H 0.51304 6.35643 2.83570  C140 1.090
154 H -0.25487 5.34388 1.73062  C140 1.090
155 H -0.44007 8.09005 1.48481  C142 1.090
156 H -0.93030 7.16904 0.06490  C142 1.090
157 H 0.23912 8.47329 -0.09194  C142 1.090
158 C -8.22598 1.88091 -5.26580  O159 1.427, H167 1.090, H168 1.090, H169 1.090
159 O -7.29525 1.47228 -4.26388  C158 1.427, C160 1.474
160 C -7.86262 1.69999 -2.92234  O159 1.474, C161 1.498, H170 1.090, H171 1.090
161 C -6.84583 1.43425 -1.85536  C160 1.498, N162 1.462, H172 1.090, H173 1.090
162 N -6.92183 0.09761 -1.26758  C161 1.462, C163 1.446, H174 1.010
163 C -6.60340 -1.02473 -2.12253  N162 1.446, C164 1.603, H175 1.090, H176 1.090
164 C -5.00890 -1.11230 -2.25692  C163 1.603, O165 1.434, H177 1.090, H178 1.090
165 O -4.79172 -2.26124 -3.08723  C164 1.434, C166 1.437
166 C -3.43805 -2.72803 -3.21160  O165 1.437, H179 1.090, H180 1.090, H181 1.090
167 H -8.62237 2.89626 -5.25883  C158 1.090
168 H -9.06901 1.19920 -5.37843  C158 1.090
169 H -7.69404 1.85269 -6.21677  C158 1.090
170 H -8.79562 1.15061 -2.79666  C160 1.090
171 H -8.18031 2.73829 -2.82689  C160 1.090
172 H -6.99360 2.24841 -1.14586  C161 1.090
173 H -5.83561 1.63475 -2.21220  C161 1.090
174 H -6.19751 0.08016 -0.56390  N162 1.010
175 H -7.02871 -0.96613 -3.12442  C163 1.090
176 H -7.04337 -1.91243 -1.66810  C163 1.090
177 H -4.48335 -1.26603 -1.31443  C164 1.090
178 H -4.56921 -0.20167 -2.66378  C164 1.090
179 H -3.33739 -3.56996 -3.89654  C166 1.090
180 H -3.06565 -2.98033 -2.21875  C166 1.090
181 H -2.82810 -1.93619 -3.64639  C166 1.090
182 C -7.34199 -4.94092 1.21876  O183 1.481, H191 1.090, H192 1.090, H193 1.090
183 O -6.71195 -3.71927 1.76976  C182 1.481, C184 1.419
184 C -7.56649 -2.60097 1.58702  O183 1.419, C185 1.525, H194 1.090, H195 1.090
185 C -6.90688 -1.31582 2.07572  C184 1.525, N186 1.461, H196 1.090, H197 1.090
186 N -5.63887 -1.00416 1.41957  C185 1.461, C187 1.456, H198 1.010
187 C -5.02679 0.24192 1.86003  N186 1.456, C188 1.487, H199 1.090, H200 1.090
188 C -3.83513 0.58500 1.03999  C187 1.487, O189 1.457, H201 1.090, H202 1.090
189 O -4.19857 1.27391 -0.19084  C188 1.457, C190 1.422
190 C -3.04053 1.66100 -0.92011  O189 1.422, H203 1.090, H204 1.090, H205 1.090
191 H -7.24065 -5.00911 0.13562  C182 1.090
192 H -8.40878 -4.99441 1.43606  C182 1.090
193 H -6.78756 -5.77645 1.64605  C182 1.090
194 H -8.48587 -2.82125 2.12954  C184 1.090
195 H -7.87332 -2.44226 0.55321  C184 1.090
196 H -6.80300 -1.40855 3.15678  C185 1.090
197 H -7.55822 -0.45229 1.94100  C185 1.090
198 H -4.94176 -1.72046 1.56466  N186 1.010
199 H -4.85252 0.17786 2.93410  C187 1.090
200 H -5.79293 0.98884 1.65210  C187 1.090
201 H -3.28121 -0.31486 0.77255  C188 1.090
202 H -3.21407 1.23623 1.65504  C188 1.090
203 H -3.30329 1.96423 -1.93358  C190 1.090
204 H -2.32944 0.86523 -1.14189  C190 1.090
205 H -2.64840 2.54210 -0.41215  C190 1.090
206 C -0.73615 -4.41391 6.65232  O207 1.456, H215 1.090, H216 1.090, H217 1.090
207 O 0.17867 -3.28522 6.74841  C206 1.456, C208 1.415
208 C -0.46651 -2.03922 6.56246  O207 1.415, C209 1.566, H218 1.090, H219 1.090
209 C 0.55422 -0.85158 6.60062  C208 1.566, N210 1.510, H220 1.090, H221 1.090
210 N 2.01287 -1.24276 6.61049  C209 1.510, C211 1.468, H222 1.010
211 C 2.43836 -1.35993 5.21001  N210 1.468, C212 1.574, H223 1.090, H224 1.090
212 C 3.97689 -1.68579 5.14809  C211 1.574, O213 1.407, H225 1.090, H226 1.090
213 O 4.24752 -2.83530 5.91254  C212 1.407, C214 1.434
214 C 5.61495 -3.24788 5.78086  O213 1.434, H227 1.090, H228 1.090, H229 1.090
215 H -0.23099 -5.28412 7.07141  C206 1.090
216 H -0.96302 -4.52169 5.59165  C206 1.090
217 H -1.66694 -4.33928 7.21461  C206 1.090
218 H -1.31512 -1.82128 7.21089  C208 1.090
219 H -0.82939 -2.14369 5.53996  C208 1.090
220 H 0.27404 -0.37089 7.53792  C209 1.090
221 H 0.37483 -0.16000 5.77744  C209 1.090
222 H 2.42480 -0.36760 6.90122  N210 1.010
223 H 2.23785 -0.48943 4.58541  C211 1.090
224 H 1.86996 -2.18428 4.77934  C211 1.090
225 H 4.59303 -0.83009 5.42421  C212 1.090
226 H 4.39711 -1.91106 4.16791  C212 1.090
227 H 5.69361 -3.62888 4.76265  C214 1.090
228 H 5.90099 -4.05904 6.45043  C214 1.090
229 H 6.27534 -2.38926 5.90228  C214 1.090
230 C 4.51342 -2.56118 1.18061  O231 1.405, H239 1.090, H240 1.090, H241 1.090
231 O 5.69730 -1.99034 0.68410  C230 1.405, C232 1.463
232 C 5.64662 -1.65327 -0.73890  O231 1.463, C233 1.558, H242 1.090, H243 1.090
233 C 6.95111 -0.95405 -1.22683  C232 1.558, N234 1.461, H244 1.090, H245 1.090
234 N 6.99812 0.49994 -1.08828  C233 1.461, C235 1.469, H246 1.010
235 C 8.20029 1.04355 -1.73415  N234 1.469, C236 1.540, H247 1.090, H248 1.090
236 C 8.36463 2.55871 -1.51289  C235 1.540, O237 1.398, H249 1.090, H250 1.090
237 O 7.70390 3.17031 -2.58232  C236 1.398, C238 1.407
238 C 7.91122 4.56058 -2.64117  O237 1.407, H251 1.090, H252 1.090, H253 1.090
239 H 3.81849 -1.78203 1.49386  C230 1.090
240 H 4.78596 -3.00468 2.13827  C230 1.090
241 H 4.12878 -3.37462 0.56541  C230 1.090
242 H 4.74306 -1.12794 -1.04828  C232 1.090
243 H 5.59486 -2.60375 -1.26992  C232 1.090
244 H 7.15912 -1.23815 -2.25839  C233 1.090
245 H 7.74362 -1.41666 -0.63859  C233 1.090
246 H 6.16284 0.96284 -1.41710  N234 1.010
247 H 8.22362 0.80611 -2.79772  C235 1.090
248 H 9.01258 0.49735 -1.25461  C235 1.090
249 H 9.43423 2.75256 -1.43241  C236 1.090
250 H 7.86555 2.92176 -0.61445  C236 1.090
251 H 8.83402 4.88580 -3.12155  C238 1.090
252 H 7.96726 5.01301 -1.65109  C238 1.090
253 H 7.11550 5.07580 -3.17922  C238 1.090
254 C -1.22239 -7.90827 -0.19234  O255 1.405, H263 1.090, H264 1.090, H265 1.090
255 O -0.50340 -7.04780 -1.03887  C254 1.405, C256 1.393
256 C 0.79009 -6.77221 -0.60211  O255 1.393, C257 1.520, H266 1.090, H267 1.090
257 C 1.44899 -5.70305 -1.45781  C256 1.520, N258 1.486, H268 1.090, H269 1.090
258 N 1.52085 -6.20405 -2.85494  C257 1.486, C259 1.452, H270 1.010
259 C 1.94255 -5.19260 -3.80758  N258 1.452, C260 1.561, H271 1.090, H272 1.090
260 C 2.07493 -5.89429 -5.19565  C259 1.561, O261 1.393, H273 1.090, H274 1.090
261 O 2.37119 -5.04621 -6.26090  C260 1.393, C262 1.428
262 C 2.69124 -5.65008 -7.51516  O261 1.428, H275 1.090, H276 1.090, H277 1.090
263 H -2.13293 -8.21401 -0.70765  C254 1.090
264 H -1.54104 -7.48386 0.75974  C254 1.090
265 H -0.56536 -8.76413 -0.03774  C254 1.090
266 H 1.34957 -7.70592 -0.65940  C256 1.090
267 H 0.80746 -6.49743 0.45255  C256 1.090
268 H 2.42720 -5.48685 -1.02834  C257 1.090
269 H 0.83395 -4.80679 -1.37700  C257 1.090
270 H 0.58880 -6.54167 -3.04828  N258 1.010
271 H 2.85098 -4.68989 -3.47570  C259 1.090
272 H 1.14134 -4.45609 -3.86858  C259 1.090
273 H 1.23293 -6.52113 -5.48926  C260 1.090
274 H 2.90350 -6.59798 -5.11565  C260 1.090
275 H 1.95273 -6.36005 -7.88750  C262 1.090
276 H 3.59367 -6.25460 -7.42426  C262 1.090
277 H 2.81029 -4.87383 -8.27106  C262 1.090
278 C -0.94299 1.04629 -8.44167  C279 1.499, H284 1.090, H285 1.090, H286 1.090
279 C -2.01836 0.05366 -8.11572  C278 1.499, C280 1.545, N283 1.418, H287 1.090
280 C -1.68207 -0.78905 -6.86560  C279 1.545, O281 1.414, H288 1.090, H289 1.090
281 O -0.46079 -1.47470 -7.05639  C280 1.414, C282 1.377
282 C 0.13844 -2.08399 -5.97615  O281 1.377, H290 1.090, H291 1.090, H292 1.090
283 N -3.20953 0.78100 -7.86527  C279 1.418, H293 1.010, H294 1.010
284 H -1.22553 1.73723 -9.23595  C278 1.090
285 H -0.04263 0.51363 -8.74782  C278 1.090
286 H -0.70310 1.66034 -7.57363  C278 1.090
287 H -2.16963 -0.52596 -9.02636  C279 1.090
288 H -2.46539 -1.51860 -6.66003  C280 1.090
289 H -1.52906 -0.17283 -5.97962  C280 1.090
290 H -0.54207 -2.78137 -5.48760  C282 1.090
291 H 0.57673 -1.45969 -5.19753  C282 1.090
292 H 0.99806 -2.62680 -6.36922  C282 1.090
293 H -3.03959 1.28506 -7.00669  N283 1.010
294 H -3.98967 0.17778 -7.64711  N283 1.010

Atom charges from the Löwdin analysis, given in e for atoms 1 to 5: atom 1 (O): 0.0959, atom 2 (C): -0.3038, atom 3 (O): 0.2013, atom 4 (B): -0.9380, atom 5 (O): 0.1914